Entry 1:
{"formula": "CClF3", "method": "wB97M-V/def2-TZVPD", "species": ["F", "C", "F", "Cl", "F"], "positions_angstrom": [[-0.4107, 1.1948, -0.5056], [-0.1017, 0.0131, 0.0160], [-0.5299, -0.1119, 1.2114], [1.6544, -0.0686, -0.0023], [-0.6122, -1.0274, -0.7195]], "gap_ev": 13.129, "smiles": "FC(F)(F)Cl", "total_energy_ha": -797.90171}

---

Entry 2:
{"formula": "C20H24Br12F12O8", "method": "wB97M-V/def2-TZVPD", "species": ["H", "O", "C", "C", "Br", "F", "F", "H", "H", "F", "C", "H", "Br", "H", "H", "H", "Br", "O", "C", "O", "O", "F", "C", "Br", "H", "O", "C", "Br", "H", "C", "F", "C", "H", "C", "C", "F", "H", "C", "H", "H", "F", "H", "Br", "F", "C", "Br", "O", "F", "H", "C", "C", "H", "Br", "C", "Br", "C", "F", "H", "H", "H", "C", "Br", "Br", "C", "F", "O", "H", "O", "H", "H", "H", "H", "Br", "C", "C", "F"], "positions_angstrom": [[2.2731, -2.9268, -5.7770], [2.7997, -5.5676, -5.2308], [-2.2727, -0.5311, 5.3980], [4.0278, 1.4046, 6.0950], [0.7030, -0.4700, -2.8882], [-3.8155, 0.3553, -1.8677], [4.3826, 3.4840, 2.2216], [4.9001, 1.6968, 6.6738], [0.4353, 1.2297, 2.3248], [-2.6168, -2.5436, 6.5676], [2.9486, -7.3029, -6.8418], [-1.1320, 2.9095, 1.3129], [5.5444, -0.9437, -4.6496], [2.8548, -4.3047, -3.6629], [0.7147, -3.7636, -5.8044], [3.1479, 2.0196, 6.2316], [0.2119, 2.1063, -1.1299], [4.5192, 1.4900, 4.7250], [4.3688, 2.1537, 2.4653], [-4.5059, 2.4838, -0.3730], [-2.1510, 0.2684, 6.2727], [-5.3876, 1.2711, -3.0217], [-4.3483, 4.9806, -1.4246], [1.8517, -0.3843, 0.0215], [-5.9880, 5.8814, -2.5573], [2.5406, 2.2220, 3.9844], [-1.2416, 3.9101, 1.7029], [3.7097, 1.4409, -3.6207], [-1.5260, 1.5745, 4.0079], [3.7613, -0.0615, 6.4222], [3.6593, 1.5653, 1.5011], [-4.2322, 2.6477, -1.5265], [3.4923, -0.1878, 7.4688], [-3.1178, -1.8179, 5.5720], [2.0758, -6.4378, -5.9004], [2.5630, -7.0940, -8.1009], [0.2151, -0.5325, 2.6317], [-4.9273, 6.0213, -2.3558], [-4.8122, 7.0172, -1.9198], [-0.9736, 0.4508, 1.7535], [-3.1779, -2.5579, 4.4758], [1.3258, -5.1304, -3.8153], [-3.9308, -4.3513, 0.6071], [5.6190, 1.7200, 2.4127], [-0.2731, 0.4395, 2.5891], [-2.9929, 4.0550, 2.4888], [-1.7586, -0.4564, 4.1986], [2.7702, -8.5985, -6.5605], [-4.9705, 4.8280, -0.5440], [0.3878, 0.1913, -1.0999], [3.6802, 1.9347, 3.8252], [-4.3459, 6.0953, -3.2769], [-4.6397, -1.2682, 0.3072], [1.5475, -3.4644, -5.1652], [-1.6616, -2.1701, 0.8705], [-4.1752, 1.4721, -2.5149], [-4.3814, -1.4783, 5.9071], [-3.1501, -2.6989, -1.0612], [3.1033, -0.8895, -4.2713], [-0.5077, -0.2604, -0.7042], [2.1043, -4.6211, -4.3866], [-0.9985, 5.0860, 0.2052], [3.1781, 0.1699, -6.4750], [-0.8763, 0.7013, 3.9454], [-3.3211, 1.6820, -3.5232], [0.8914, -6.5352, -5.9039], [2.9702, -0.4846, 5.7988], [-4.0685, 3.7818, -2.1498], [-3.4121, 5.4018, -1.0297], [-0.1728, 0.7061, 4.7756], [1.1103, -2.7373, -4.4729], [4.6583, -0.6373, 6.1917], [0.0887, 4.1696, 3.0665], [3.7906, -0.1574, -4.6641], [-3.3141, -2.6239, 0.0014], [4.2508, -7.0286, -6.7494]], "gap_ev": 10.042, "total_energy_ha": -33464.99636}

---

Entry 3:
{"formula": "C2H6NO2", "method": "wB97M-V/def2-TZVPD", "species": ["H", "H", "O", "N", "O", "H", "C", "C", "H", "H", "H"], "positions_angstrom": [[-0.9609, 1.2640, 0.1354], [0.9568, -1.6406, -0.1329], [0.5518, 1.2542, 0.0330], [0.9564, 0.3193, -0.7004], [-1.4551, -0.5705, -0.7585], [-2.6878, 0.9142, -0.3763], [-1.8108, 0.4413, -0.0043], [1.6473, -0.7315, -0.0786], [-1.8226, 0.0342, 1.0881], [2.7779, -0.8262, -0.3013], [1.8470, -0.4584, 1.0958]], "gap_ev": [6.902, 6.869], "charge": -1, "total_energy_ha": -284.87307}